3 unconnected molecules or ions with the total composition C21H26N2 at a distorted geometry, computed with ωB97M-V with the def2-TZVPD basis set.

```
49
Properties=species:S:1:pos:R:3:forces:R:3:lowdin_charge:R:1
C 4.611580 -0.802084 1.329795 -0.21 -0.34 -0.18 -0.073
C 3.236660 -1.447623 1.081644 0.38 0.88 -0.01 -0.213
C 2.275439 -0.418349 0.476344 0.56 -0.47 -0.82 -0.325
C 2.730818 -0.102254 -0.960765 -0.14 0.05 0.53 -0.023
C 0.826533 -0.902732 0.558535 -0.18 -0.54 1.12 -0.451
C 0.653819 -2.392472 0.221078 -0.28 0.42 -0.32 -0.004
C -0.052217 -0.132710 -0.301591 -0.81 1.40 -1.40 -0.188
N -0.689341 0.519945 -1.017577 0.60 -0.90 0.97 0.212
C 0.333774 -0.705082 2.021127 -0.40 0.03 -0.47 -0.111
C 0.066842 0.683298 2.299075 -0.28 2.90 0.51 -0.209
N -0.147505 1.817632 2.455796 0.45 -2.07 -0.18 0.193
H 5.329099 -1.167861 0.613396 0.33 -0.14 -0.26 0.071
H 4.570732 0.264990 1.186773 0.00 0.48 0.19 0.069
H 5.004853 -1.023668 2.309047 0.07 0.02 0.36 0.069
H 3.389284 -2.238448 0.369707 -0.21 -0.61 -0.15 0.098
H 2.834621 -1.859954 1.994463 -0.06 -0.24 0.32 0.100
H 2.395874 0.483131 1.056904 -0.37 0.46 0.29 0.132
H 3.257010 -0.946547 -1.379245 0.11 -0.28 -0.33 0.083
H 3.406041 0.735201 -0.930398 0.42 0.27 -0.12 0.082
H 1.920132 0.187864 -1.613224 -0.23 0.01 -0.18 0.060
H 0.707747 -2.999105 1.108722 0.38 -0.30 0.27 0.090
H -0.330901 -2.538148 -0.193241 -0.38 -0.17 -0.15 0.092
H 1.368068 -2.697991 -0.525494 0.26 -0.26 -0.17 0.088
H 1.057381 -1.083335 2.722246 0.32 -0.22 0.23 0.121
H -0.600019 -1.225139 2.177506 -0.29 -0.38 0.03 0.135
C 0.085082 -0.145136 -4.297651 0.05 -0.05 0.05 -0.096
C -0.466055 0.730066 -5.222704 -0.01 0.01 -0.02 -0.089
C -0.193855 0.575024 -6.574780 0.00 0.00 0.00 -0.098
C 0.632846 -0.454326 -7.003650 0.00 0.01 -0.01 -0.102
C 1.189698 -1.326644 -6.079595 0.02 -0.03 0.01 -0.102
C 0.914865 -1.172043 -4.727736 -0.01 0.02 -0.01 -0.100
H -0.131408 -0.024892 -3.243909 -0.03 0.02 -0.08 0.052
H -1.108633 1.533557 -4.887481 -0.01 0.00 0.02 0.103
H -0.626120 1.256900 -7.295516 0.00 0.01 -0.01 0.099
H 0.843251 -0.576204 -8.058237 0.01 0.00 -0.01 0.098
H 1.837597 -2.127066 -6.413181 0.00 -0.01 -0.01 0.098
H 1.348642 -1.854193 -4.006647 0.00 -0.01 0.00 0.093
C -3.052213 2.314504 4.471637 0.03 0.00 0.05 -0.098
C -3.409180 1.757997 3.252443 -0.13 -0.04 -0.02 -0.103
C -4.731271 1.410706 3.008676 -0.01 -0.01 0.04 -0.097
C -5.695567 1.616206 3.985885 0.00 -0.01 -0.01 -0.103
C -5.336704 2.166620 5.208181 0.00 0.01 0.01 -0.103
C -4.015488 2.516689 5.450579 0.00 -0.01 -0.01 -0.100
H -2.022215 2.591278 4.654760 0.02 0.00 -0.03 0.091
H -2.658914 1.600938 2.493318 0.05 0.04 -0.06 0.067
H -5.010303 0.980305 2.055443 0.00 0.01 -0.01 0.099
H -6.726673 1.347986 3.794793 -0.01 0.00 0.00 0.098
H -6.087270 2.324189 5.971929 -0.01 0.01 0.01 0.098
H -3.736433 2.948968 6.402819 0.00 0.01 0.01 0.098
```
Positions in Å, forces in eV/Å.

- HOMO level: -9.13 eV
- Net charge: 0
- SMILES: CC[C@@H](C)[C@](C)(C#N)CC#N.c1ccccc1.c1ccccc1

***

A single C21H26N2O2 molecule, computed with ωB97M-V with the def2-TZVPD basis set.

```
51
Properties=species:S:1:pos:R:3:forces:R:3:lowdin_charge:R:1
C 1.387196 3.266198 -2.484988 0.06 -0.12 -0.13 -0.089
C 2.278435 2.141841 -2.998834 -0.08 -0.01 0.06 -0.208
C 2.664607 1.117773 -1.914377 0.04 0.37 0.11 -0.268
C 3.362422 1.762368 -0.714359 -0.02 -0.30 -0.07 -0.222
C 4.058191 0.716881 0.149348 -0.06 0.22 -0.06 -0.092
C 1.402620 0.396586 -1.451131 0.49 -0.10 -0.38 -0.439
O 0.719244 0.782046 -0.528618 -0.14 0.11 0.27 0.072
N 1.111765 -0.702326 -2.207777 0.16 -0.20 -0.32 0.142
C 0.015496 -1.565850 -2.096983 -0.33 -0.14 0.01 -0.206
C -0.235431 -2.451927 -3.143129 0.05 0.11 0.11 -0.025
C -1.297093 -3.333806 -3.067016 0.02 0.03 0.03 -0.069
C -2.119885 -3.337995 -1.955772 -0.12 0.03 0.18 -0.022
C -1.882792 -2.450973 -0.910759 0.24 -0.28 -0.40 -0.117
C -2.787768 -2.512033 0.279221 -0.06 0.19 -0.03 -0.449
O -3.376555 -3.530174 0.592317 -0.05 -0.23 0.01 0.065
N -2.933168 -1.343351 0.943556 0.07 0.33 0.07 0.076
C -3.645237 -1.245232 2.193643 -0.07 -0.23 0.26 -0.164
C -2.680727 -1.233542 3.393033 -0.16 0.07 -0.22 -0.128
C -1.695268 -0.106343 3.265443 0.00 -0.12 0.13 -0.251
C -0.423580 -0.331717 2.752763 -0.01 -0.02 0.04 -0.053
C 0.466380 0.714230 2.584121 0.07 0.05 0.00 -0.087
C 0.091595 2.002728 2.921025 0.09 0.05 0.00 -0.087
C -1.172638 2.238789 3.433911 -0.04 0.11 0.01 -0.084
C -2.059568 1.191009 3.604422 0.00 -0.02 -0.01 -0.049
C -0.806289 -1.575104 -0.975698 -0.08 0.01 0.11 0.045
H 0.523417 2.863330 -1.962737 -0.11 0.05 0.06 0.072
H 1.037248 3.873082 -3.317027 -0.03 0.09 -0.02 0.073
H 1.932071 3.909408 -1.799788 0.00 0.10 0.10 0.073
H 1.761937 1.617289 -3.808287 0.07 0.02 -0.06 0.108
H 3.195351 2.566862 -3.414717 0.01 -0.08 -0.05 0.112
H 3.346240 0.388024 -2.367802 -0.05 -0.01 0.04 0.140
H 4.093845 2.491765 -1.067831 -0.04 0.07 -0.04 0.118
H 2.612884 2.280779 -0.115650 0.03 0.10 -0.06 0.107
H 4.833175 0.200406 -0.414751 0.08 -0.07 -0.02 0.074
H 4.520619 1.185567 1.014692 0.06 -0.05 0.12 0.073
H 3.340967 -0.021705 0.501195 -0.04 -0.12 0.09 0.067
H 1.710185 -0.884890 -3.001678 0.00 0.11 0.22 0.143
H 0.408483 -2.450563 -4.012074 0.06 0.01 -0.09 0.109
H -1.480345 -4.020727 -3.879591 -0.02 -0.05 -0.06 0.106
H -2.949285 -4.023157 -1.875628 -0.06 -0.07 0.02 0.117
H -2.372742 -0.548423 0.679458 -0.03 -0.10 -0.11 0.130
H -4.244275 -0.329882 2.187262 0.00 -0.10 0.02 0.122
H -4.304914 -2.113585 2.254967 0.00 0.18 -0.01 0.119
H -2.155432 -2.189363 3.426313 -0.03 -0.02 0.04 0.119
H -3.267264 -1.126215 4.307022 0.02 -0.05 0.05 0.117
H -0.128968 -1.338242 2.487909 0.02 -0.10 -0.01 0.116
H 1.449743 0.525885 2.182318 0.09 -0.01 -0.07 0.091
H 0.782867 2.821029 2.785368 0.06 0.07 -0.02 0.101
H -1.469290 3.242694 3.702071 -0.02 0.07 0.02 0.101
H -3.045110 1.378867 4.007726 -0.11 0.02 0.05 0.112
H -0.573362 -0.908309 -0.162098 -0.01 0.02 0.03 0.090
```
Positions in Å, forces in eV/Å.

- HOMO level: -8.70 eV
- Net charge: 0
- SMILES: CCC(CC)C(=O)Nc1cccc(C(=O)NCCc2ccccc2)c1

***

A single C21H26N2O2S molecule, computed with ωB97M-V with the def2-TZVPD basis set.

```
52
Properties=species:S:1:pos:R:3:forces:R:3:lowdin_charge:R:1
C 1.605863 3.079353 -2.018347 -0.04 0.00 -0.04 -0.105
O 1.543544 2.155707 -0.959232 0.02 -0.04 -0.08 -0.223
C 1.125895 2.694867 0.276117 -0.06 -0.10 0.28 -0.279
C -0.384455 2.917060 0.331572 0.03 0.19 0.20 -0.419
S -0.920342 3.505389 1.975729 0.07 0.01 -0.04 0.975
C -2.048932 2.244529 2.516768 0.25 0.13 -0.24 -0.462
C -3.244850 2.692312 3.068805 0.10 -0.03 -0.01 -0.107
C -4.182397 1.795072 3.540442 -0.02 -0.07 0.06 -0.078
C -3.937467 0.433735 3.454992 -0.05 -0.02 0.03 -0.073
C -2.748181 -0.014908 2.912457 0.07 0.07 -0.06 -0.035
C -1.788456 0.876905 2.438156 -0.25 0.09 0.32 -0.160
C -0.448271 0.317468 2.068033 0.06 -0.01 0.15 -0.451
O 0.550602 0.643633 2.686709 0.04 0.10 0.14 0.062
N -0.426980 -0.632642 1.107024 0.08 -0.12 -0.13 -0.039
C -1.482770 -0.928734 0.171556 -0.31 0.14 -0.43 -0.127
C -0.983479 -0.720415 -1.262333 -0.22 -0.06 0.15 -0.165
N 0.172690 -1.559202 -1.501232 -0.04 0.04 -0.10 -0.164
C 0.609432 -1.511376 -2.886721 -0.11 0.00 0.02 -0.157
C 1.635522 -2.576704 -3.161890 0.07 0.04 -0.10 -0.231
C 2.816404 -2.285889 -3.829146 -0.11 0.02 0.03 -0.045
C 3.742998 -3.282747 -4.084126 0.11 -0.05 -0.06 -0.087
C 3.500127 -4.579529 -3.667201 0.11 -0.03 -0.04 -0.096
C 2.325584 -4.876533 -2.995093 -0.04 -0.07 0.02 -0.083
C 1.398327 -3.881879 -2.747028 -0.01 0.01 -0.03 -0.043
C 1.245431 -1.173510 -0.595086 0.03 -0.11 0.29 -0.143
C 0.786795 -1.377608 0.843882 0.49 0.00 -0.02 -0.100
H 2.081186 2.560388 -2.849341 -0.02 0.09 -0.05 0.087
H 2.208379 3.952668 -1.744490 0.01 0.01 -0.02 0.091
H 0.611577 3.418253 -2.330573 0.04 0.01 -0.02 0.084
H 1.420155 1.968922 1.037628 -0.05 0.17 -0.03 0.104
H 1.643858 3.642304 0.477850 0.02 -0.05 0.00 0.122
H -0.921212 1.995908 0.115146 0.00 0.01 -0.10 0.065
H -0.692036 3.688414 -0.376506 -0.03 -0.15 -0.07 0.071
H -3.420344 3.755468 3.125040 -0.07 0.10 -0.04 0.098
H -5.104146 2.156780 3.970365 -0.09 0.03 0.03 0.105
H -4.664481 -0.275891 3.819697 -0.06 -0.06 0.04 0.103
H -2.536724 -1.073970 2.875451 0.00 -0.12 -0.02 0.122
H -2.347880 -0.291144 0.362373 0.11 -0.10 -0.03 0.123
H -1.779469 -1.978305 0.287430 -0.06 0.06 -0.02 0.132
H -1.778090 -1.002498 -1.958236 0.02 0.03 0.01 0.125
H -0.744832 0.347527 -1.420602 -0.05 -0.06 0.01 0.119
H -0.268032 -1.695032 -3.517324 0.04 0.10 0.02 0.130
H 1.014825 -0.518337 -3.150059 -0.04 -0.06 -0.04 0.125
H 3.013442 -1.273087 -4.151704 0.01 0.11 -0.01 0.108
H 4.658309 -3.044480 -4.606075 0.08 0.01 -0.04 0.101
H 4.224220 -5.356490 -3.863533 0.06 -0.06 -0.01 0.099
H 2.132943 -5.887475 -2.666317 -0.02 -0.08 0.02 0.101
H 0.482496 -4.101948 -2.219930 -0.09 -0.03 0.08 0.112
H 2.110306 -1.809667 -0.792409 0.01 0.04 0.06 0.128
H 1.536154 -0.121779 -0.747597 0.00 -0.11 0.00 0.118
H 1.549193 -1.036396 1.545212 -0.09 -0.09 -0.08 0.127
H 0.581038 -2.441131 1.012099 0.04 0.03 -0.01 0.133
```
Positions in Å, forces in eV/Å.

- HOMO level: -8.31 eV
- Net charge: 0
- SMILES: COCCSc1ccccc1C(=O)N1CCN(Cc2ccccc2)CC1

***

| no. | calculated total energy (eV) |
| --- | --- |
| 1 | -25178.1358 |
| 2 | -29276.0612 |
| 3 | -40109.3475 |